This record from the OMol25 dataset describes the ion C14H17ClN5O6S with charge -1 in a non-equilibrium geometry. The level of theory is ωB97M-V/def2-TZVPD.

* frontier orbital gap: 4.00 eV
* molecular weight: 418.8 Da
* total charge: -1
* lowest unoccupied orbital energy: 0.029 Eh
* energy above the lowest of the compared OMol25 structures with the same formula, charge and spin: 208.36 kJ/mol

Element x y z (Å)
C1 1.58243 -1.98562 3.20844
C2 1.30591 -0.62668 2.61166
C3 0.07073 -0.33329 1.87261
C4 -0.59418 0.95966 2.26081
O1 -0.06439 2.07712 2.10773
N1 -1.92657 0.84926 2.68835
C5 -2.56196 2.03700 3.21778
C6 -2.72161 -0.37594 2.90101
N2 2.36201 0.18980 2.74323
N3 2.49893 1.23535 2.03044
C7 3.07346 2.35220 2.77481
N4 3.09521 3.36205 1.85876
O2 3.50985 2.38693 3.91024
H1 0.65923 -2.57318 3.29777
H2 2.30616 -2.53962 2.59285
H3 2.03062 -1.87219 4.21605
H4 -0.69834 -1.21695 2.13590
H5 -1.82491 2.85169 3.18821
H6 -3.38205 2.29957 2.53494
H7 -2.99664 1.88659 4.22879
H8 -2.10416 -1.28412 3.01413
H9 -3.35893 -0.26071 3.80020
H10 -3.36328 -0.47735 2.01039
H11 2.72914 3.16018 0.94753
H12 3.48675 4.26911 2.08205
O3 0.54955 -2.00453 -7.61181
N5 0.58740 -0.92517 -6.97236
O4 0.90102 0.14608 -7.54530
C8 0.24152 -0.90414 -5.56731
C9 0.21397 0.30905 -4.87783
C10 -0.22420 0.34155 -3.56719
C11 -0.59576 -0.85391 -2.92896
S1 -1.25571 -0.88151 -1.17903
C12 0.08596 -0.59614 0.05429
Cl1 1.44409 0.18478 -0.66747
O5 -2.17107 0.20901 -1.22394
O6 -1.66108 -2.27267 -0.96913
C13 -0.61127 -2.05322 -3.64860
C14 -0.18812 -2.07825 -4.96130
H13 0.52733 1.20527 -5.38589
H14 -0.26086 1.27866 -3.02795
H15 0.41823 -1.51591 0.53301
H16 -0.93104 -2.96587 -3.16014
H17 -0.18338 -2.99392 -5.52779

Cartesian forces (eV/Å) of the 6 atoms listed first:
C -0.23 -0.11 0.18
C 1.46 0.22 -1.02
C -2.74 -1.08 0.78
C -0.02 1.77 -0.94
O -1.37 -1.93 0.60
N 0.75 -0.42 1.14



This record from the OMol25 dataset describes a cluster of 2 separate species, C5H13NO in total in a non-equilibrium geometry. The level of theory is ωB97M-V/def2-TZVPD.

* SMILES string: CC/C(C)=C/N.O
* frontier orbital gap: 9.05 eV
* molecular weight: 103.2 Da
* total charge: 0
* lowest unoccupied orbital energy: 0.032 Eh
* energy above the lowest of the compared OMol25 structures with the same formula, charge and spin: 91.15 kJ/mol

Element x y z (Å)
C1 2.20970 -0.94575 0.25702
C2 1.74132 0.50860 0.12802
C3 0.29182 0.61056 -0.25426
C4 -0.16793 -0.08081 -1.50712
C5 -0.60381 1.10129 0.60938
N1 -2.00357 1.17929 0.42152
H1 3.24029 -0.97455 0.61676
H2 1.62351 -1.48882 0.99722
H3 2.16371 -1.42618 -0.71933
H4 2.03994 1.04924 1.03108
H5 2.30905 1.05290 -0.64187
H6 0.62732 -0.22608 -2.23892
H7 -0.93008 0.55073 -1.97794
H8 -0.60804 -1.06535 -1.32991
H9 -0.24517 1.75351 1.40088
H10 -2.29871 1.14040 -0.54495
H11 -2.40673 1.95660 0.91751
O1 -2.43066 -1.85562 0.70248
H12 -2.11415 -1.93993 1.60418
H13 -2.43782 -0.90004 0.52827

Cartesian forces (eV/Å) of the 6 atoms listed first:
C 0.34 0.46 -0.06
C 0.50 0.41 -0.36
C -0.40 -0.79 1.00
C -0.12 0.22 -0.20
C 0.31 1.37 -0.70
N 0.28 -0.47 0.04



This record from the OMol25 dataset describes a structure of composition C38H55CoN3OP2S. The level of theory is ωB97M-V/def2-TZVPD.

* ⟨S²⟩: 0.76
* frontier orbital gap (alpha / beta): 6.83 / 6.84 eV
* molecular weight: 722.8 Da
* total charge: 0
* spin multiplicity: 2
* lowest unoccupied orbital energy (alpha / beta): 0.013 / 0.014 Eh

Element x y z (Å)
Co1 0.14309 0.14560 -0.14922
C1 4.82846 1.22433 -1.38144
C2 3.78110 0.42796 -0.60973
C3 4.30520 -0.92547 -0.13102
P1 2.14990 0.21528 -1.44350
C4 2.27590 -1.04610 -2.78043
C5 3.50880 -1.06744 -3.68104
C6 0.98947 -0.99796 -3.60636
C7 1.75133 1.83299 -2.15931
C8 2.15535 2.33690 -3.39217
C9 1.72928 3.57675 -3.84364
C10 2.15461 4.11130 -5.18218
C11 0.87362 4.30930 -3.02014
C12 0.46422 3.83150 -1.79092
C13 0.90905 2.58921 -1.32649
N1 0.51805 2.03709 -0.10317
C14 0.68626 2.72252 1.06584
C15 1.29069 3.99207 1.18758
C16 1.46132 4.57768 2.42564
C17 1.05925 3.96355 3.61175
C18 1.29040 4.60469 4.95195
C19 0.46857 2.71375 3.49765
C20 0.27947 2.09778 2.26660
P2 -0.46010 0.47731 2.01932
C21 -2.24459 0.65905 2.47803
C22 -2.52895 0.74928 3.97667
C23 -2.81522 1.88479 1.76255
C24 0.29309 -0.61688 3.29493
C25 -0.35632 -2.00041 3.27209
C26 1.78869 -0.72504 3.01571
H1 5.69800 1.39780 -0.74423
H2 4.43995 2.19393 -1.69093
H3 5.17137 0.69702 -2.27092
H4 3.50035 1.01253 0.27625
H5 4.62077 -1.55134 -0.96640
H6 3.54716 -1.47345 0.43019
H7 5.16910 -0.78529 0.52066
H8 2.25537 -1.98222 -2.20686
H9 3.55696 -0.18882 -4.32377
H10 3.45988 -1.94230 -4.33326
H11 4.43999 -1.12886 -3.12130
H12 0.97199 -0.11592 -4.24879
H13 0.10147 -0.96976 -2.97383
H14 0.92868 -1.88272 -4.24294
H15 2.81694 1.75322 -4.02033
H16 2.86739 3.44172 -5.66269
H17 2.62645 5.09025 -5.08563
H18 1.30043 4.22521 -5.85162
H19 0.51022 5.27247 -3.35946
H20 -0.21821 4.40759 -1.17980
H21 1.64406 4.51077 0.30857
H22 1.93536 5.55185 2.47399
H23 1.44919 5.67803 4.84967
H24 2.16923 4.18968 5.45079
H25 0.43769 4.45659 5.61575
H26 0.16053 2.19686 4.40147
H27 -2.72462 -0.23817 2.06789
H28 -2.07516 1.64639 4.40260
H29 -2.17020 -0.11299 4.53407
H30 -3.60628 0.82358 4.14060
H31 -2.39086 2.79844 2.18105
H32 -3.89852 1.92098 1.89755
H33 -2.59968 1.86536 0.69344
H34 0.14249 -0.15700 4.27720
H35 -0.22225 -2.46766 2.29922
H36 -1.42454 -1.96877 3.48328
H37 0.11332 -2.64904 4.01431
H38 1.94959 -1.13644 2.01588
H39 2.26230 -1.39404 3.73669
H40 2.28155 0.24646 3.06876
C27 -5.36456 0.02429 -2.19694
C28 -4.90429 -0.02024 -0.74670
N2 -4.09646 -1.19217 -0.42620
C29 -4.80485 -2.40112 -0.00227
C30 -4.96758 -3.42497 -1.11715
C31 -2.75458 -1.20283 -0.57173
S1 -1.99301 0.17750 -1.24405
N3 -2.18691 -2.36526 -0.18874
C32 -0.88463 -2.58874 -0.15290
O1 0.07439 -1.77776 -0.25053
C33 -0.49035 -4.02345 0.04899
C34 -1.44782 -5.03154 0.10903
C35 -1.06290 -6.34846 0.30154
C36 0.28070 -6.66818 0.44037
C37 1.23997 -5.66647 0.38665
C38 0.85600 -4.34949 0.19299
H41 -5.93066 0.93848 -2.37841
H42 -6.00598 -0.82227 -2.43918
H43 -4.50420 0.01598 -2.86390
H44 -5.76527 -0.03227 -0.07486
H45 -4.31410 0.86603 -0.51955
H46 -5.78321 -2.07881 0.35756
H47 -4.26781 -2.84376 0.83585
H48 -5.53866 -3.01830 -1.95043
H49 -5.49511 -4.30314 -0.74133
H50 -3.99248 -3.73695 -1.48703
H51 -2.48957 -4.76497 0.00708
H52 -1.81207 -7.12804 0.34520
H53 0.57951 -7.69690 0.59250
H54 2.28805 -5.91263 0.49847
H55 1.59103 -3.55696 0.15299

Cartesian forces (eV/Å) of the 6 atoms listed first:
Co 0.25 -0.29 0.14
C -0.01 0.01 0.00
C -0.05 0.00 0.12
C 0.01 0.00 0.01
P -0.41 0.10 -0.18
C 0.07 -0.05 0.02



This record from the OMol25 dataset describes a cluster of 3 separate species, C5H12O in total. The level of theory is ωB97M-V/def2-TZVPD.

* SMILES string: C=C(C)C.[H][H].C=O
* frontier orbital gap: 10.36 eV
* molecular weight: 88.1 Da
* total charge: 0
* lowest unoccupied orbital energy: 0.032 Eh
* energy above the lowest of the compared OMol25 structures with the same formula, charge and spin: 249.04 kJ/mol

Element x y z (Å)
C1 0.03253 0.79815 1.27378
C2 -0.82003 0.20536 0.43767
C3 -1.30122 0.85902 -0.83207
C4 -1.45465 -1.11079 0.79244
H1 0.40235 1.80634 1.09992
H2 0.37302 0.29842 2.17787
H3 -0.63313 1.66008 -1.16633
H4 -2.29580 1.29328 -0.67583
H5 -1.39409 0.12922 -1.64532
H6 -2.48771 -0.91608 1.10656
H7 -0.93522 -1.59556 1.62380
H8 -1.49734 -1.80626 -0.05295
H9 1.01428 -1.47201 -2.00871
H10 1.63116 -1.51197 -1.58888
C5 2.33603 0.34576 -0.13524
O1 2.76871 -0.76884 0.01861
H11 2.55613 1.15981 0.57789
H12 1.70501 0.62609 -1.00322

Cartesian forces (eV/Å) of the 6 atoms listed first:
C -0.17 0.01 -0.02
C 0.00 0.13 0.20
C -0.01 0.05 -0.02
C -0.02 -0.06 0.01
H -0.04 -0.16 -0.06
H -0.12 0.12 -0.08



This record from the OMol25 dataset describes a structure of composition C14H24Cl2CoFN2Si. The level of theory is ωB97M-V/def2-TZVPD.

* ⟨S²⟩: 6.03
* frontier orbital gap (alpha / beta): 7.50 / 7.65 eV
* molecular weight: 397.3 Da
* total charge: 0
* spin multiplicity: 5
* lowest unoccupied orbital energy (alpha / beta): 0.010 / 0.006 Eh

Element x y z (Å)
Co1 -1.29394 0.46517 -0.15572
C1 -0.70073 -1.16676 2.55296
Si1 0.81825 -0.17104 2.07117
C2 1.37258 0.75271 3.61496
C3 2.15819 -1.38356 1.54673
N1 0.34947 0.86981 0.76893
C4 1.21571 1.71292 0.11236
C5 2.55390 1.96642 0.44992
C6 3.34556 2.83867 -0.28253
C7 2.85148 3.50832 -1.39122
C8 1.52970 3.28986 -1.76505
C9 0.77939 2.42110 -1.01755
F1 -0.53819 2.21627 -1.40175
H1 -0.38201 -2.01976 3.15789
H2 -1.24327 -1.57276 1.69467
H3 -1.40382 -0.59326 3.15940
H4 1.52453 0.05447 4.44145
H5 0.60446 1.46596 3.92237
H6 2.30073 1.30937 3.48427
H7 2.40272 -2.06432 2.36586
H8 3.08146 -0.89007 1.23967
H9 1.81718 -1.98780 0.70350
H10 2.99371 1.46921 1.30397
H11 4.37182 2.99267 0.02594
H12 3.47459 4.18644 -1.95655
H13 1.07570 3.77461 -2.61871
Cl1 -3.73739 1.75978 -0.85018
C10 -4.24150 1.94056 0.83239
Cl2 -2.92979 1.47191 1.92300
H14 -5.08672 1.28708 1.01054
H15 -4.48046 2.98048 1.01824
C11 -2.18315 -2.33883 -3.04542
C12 -1.16844 -2.03097 -1.94257
C13 0.20653 -1.71739 -2.54499
C14 -1.06220 -3.21969 -0.97718
N2 -1.60167 -0.89141 -1.19434
H16 -1.87094 -3.19814 -3.64271
H17 -2.28904 -1.48104 -3.71049
H18 -3.15885 -2.55600 -2.60985
H19 0.59106 -2.56687 -3.11472
H20 0.91699 -1.47482 -1.75356
H21 0.14124 -0.85904 -3.21536
H22 -0.74108 -4.11872 -1.50818
H23 -2.02719 -3.42234 -0.51063
H24 -0.33657 -3.00918 -0.19092

Cartesian forces (eV/Å) of the 6 atoms listed first:
Co 0.13 -0.12 0.10
C 0.02 -0.02 0.03
Si 0.06 -0.02 0.01
C -0.03 -0.02 -0.06
C -0.03 0.04 0.05
N 0.08 0.08 0.17



This record from the OMol25 dataset describes the molecule C2H2OS3 in a non-equilibrium geometry. The level of theory is ωB97M-V/def2-TZVPD.

* SMILES string: O=C(S)C(=S)S
* frontier orbital gap: 7.69 eV
* molecular weight: 138.2 Da
* total charge: 0
* lowest unoccupied orbital energy: -0.062 Eh
* energy above the lowest of the compared OMol25 structures with the same formula, charge and spin: 82.90 kJ/mol

Element x y z (Å)
O1 0.17300 1.83607 -0.19384
C1 0.26333 0.63539 -0.43936
S1 0.89112 0.34179 -2.07451
C2 -0.15439 -0.35919 0.56443
S2 -0.02159 -1.89827 0.31630
S3 -1.03377 0.49400 1.85362
H1 0.83779 -1.07572 -2.11642
H2 -0.24757 1.72965 1.39002

Cartesian forces (eV/Å) of the 6 atoms listed first:
O 0.53 -0.56 -0.33
C 0.88 2.54 -1.65
S -0.28 -1.98 0.49
C -1.58 1.60 1.26
S 0.22 -2.31 -0.08
S 1.95 0.91 -0.65



This record from the OMol25 dataset describes a cluster of 2 separate species, C4H6N in total in a non-equilibrium geometry. The level of theory is ωB97M-V/def2-TZVPD.

* ⟨S²⟩: 2.02
* frontier orbital gap (alpha / beta): 6.95 / 7.12 eV
* molecular weight: 68.1 Da
* total charge: +1
* spin multiplicity: 3
* lowest unoccupied orbital energy (alpha / beta): -0.185 / -0.327 Eh
* energy above the lowest of the compared OMol25 structures with the same formula, charge and spin: 384.12 kJ/mol

Element x y z (Å)
C1 -1.05127 -0.12603 -1.63166
C2 -0.67172 0.13375 -0.38865
C3 -0.04281 2.21586 -1.81432
C4 0.44044 -1.71827 2.29696
N1 -0.45308 1.11572 -1.37931
H1 -1.45780 -0.64355 -2.46749
H2 0.41217 2.93378 -1.15035
H3 -0.14278 2.45724 -2.86436
H4 0.63624 -2.69748 1.89048
H5 -0.56163 -1.45059 2.58577
H6 1.24670 -1.01587 2.43104

Cartesian forces (eV/Å) of the 6 atoms listed first:
C -0.02 -1.01 1.96
C -0.59 -0.11 -2.17
C 0.21 0.70 -0.42
C 0.02 0.01 -0.21
N 0.66 0.94 0.81
H -0.22 -0.31 -0.39



Which value of total charge does entry 5 give? 0



Among the records above, which one has the lowest total charge? C14H17ClN5O6S



Which of these has the highest molecular weight? C38H55CoN3OP2S